C3H9N2Si | ωB97M-V with the def2-TZVPD basis set

The total energy comes out at -14103.865 eV. The energy above the lowest of the compared OMol25 structures with the same formula, charge and spin is 108.2 kcal per mole. The highest occupied orbital energy (spin up / spin down) is -14.265 / -13.787 eV. The net charge is +1. Its orbital gap (spin up / spin down) is 9.27 / 8.90 eV.

```
15
Properties=species:S:1:pos:R:3:forces:R:3
C 1.91271 0.27542 0.16827 0.298 1.285 0.444
C 0.91472 1.25445 0.75660 0.370 -0.158 0.206
C -0.74116 -0.56524 0.38937 1.111 -1.252 -0.560
N 1.63987 -0.84375 -0.24726 -1.430 -0.952 -0.143
N -0.45453 0.84291 0.29267 -0.173 0.674 -0.170
Si -1.38357 -1.54671 -1.11037 -0.139 0.798 0.552
H 2.94377 0.64085 0.17097 0.168 -0.091 -0.078
H 0.96988 1.17411 1.84883 -0.192 0.067 -0.165
H 1.12029 2.28679 0.46377 -0.152 -0.104 -0.009
H -0.61807 -0.96352 1.38548 -0.026 0.120 0.199
H -1.13698 1.38476 0.84354 0.053 -0.012 -0.212
H -0.56338 1.10360 -0.69911 0.024 0.149 0.308
H -0.96391 -0.65733 -2.20392 0.061 -0.027 -0.217
H -2.84513 -1.52026 -0.98173 -0.128 -0.166 -0.113
H -0.79452 -2.86607 -1.07711 0.155 -0.330 -0.042
```
Forces are in eV/Å.